1.
Below is C4H3CsF6NO6S2 as an isolated structure at a distorted geometry, with properties calculated with ωB97M-V/def2-TZVPD.

Last column: Löwdin spin population.
Atoms and positions in Å:
Cs (-15.55, 12.48, -19.07)  0.000
C (-19.79, 13.02, -16.81)  0.000
F (-18.50, 13.17, -17.10)  0.000
F (-20.39, 12.16, -17.69)  0.000
F (-19.88, 12.59, -15.49)  0.000
S (-20.59, 14.79, -16.97)  0.000
O (-22.03, 14.50, -17.29)  0.000
O (-20.42, 15.39, -15.68)  0.000
N (-19.75, 15.46, -18.33)  0.000
S (-18.73, 16.36, -17.73)  0.000
O (-19.14, 17.77, -17.64)  0.000
O (-17.92, 15.89, -16.63)  0.000
C (-17.36, 16.23, -19.16)  0.000
F (-16.33, 17.00, -18.90)  0.000
F (-16.88, 15.04, -19.05)  0.001
F (-17.81, 16.42, -20.38)  0.000
C (-15.59, 14.88, -22.26)  0.044
C (-15.40, 13.80, -23.27)  0.051
O (-15.80, 14.00, -24.41)  0.737
O (-14.67, 12.82, -22.92)  0.154
H (-16.35, 15.59, -22.58)  0.003
H (-14.64, 15.37, -22.03)  0.002
H (-15.91, 14.41, -21.33)  0.008

As for the HOMO energy (alpha / beta): -9.30 / -9.30 eV. As for the spin multiplicity: 2. As for the expectation value of S²: 0.756. The calculated total energy is -2075.97105 hartree.



2.
Below is C4H3CuLi2O2 as an isolated structure at a distorted geometry, with properties calculated with ωB97M-V/def2-TZVPD.

Last column: Löwdin spin population.
Atoms and positions in Å:
C (0.70, -0.42, 0.83)  0.583
O (0.86, -1.59, 0.56)  0.216
Li (1.50, -3.04, 1.66)  0.006
Cu (-1.59, 0.89, -1.47)  0.077
C (-1.18, 1.58, 1.65)  0.563
C (-0.96, 1.37, 0.35)  0.220
C (0.34, 0.68, -0.14)  0.161
O (0.13, 0.16, -1.42)  0.087
Li (0.66, -1.55, -1.71)  0.011
H (-1.27, 0.57, 2.25)  0.015
H (1.17, 1.40, -0.10)  0.004
H (-0.45, 2.13, 2.26)  0.056

As for the HOMO energy (alpha / beta): -15.45 / -16.17 eV. As for the spin multiplicity: 3. Its net charge is +2. As for the expectation value of S²: 2.058. The calculated total energy is -1959.45450 hartree.



3.
Below is one molecule with the formula C4H3F2N at a distorted geometry, with properties calculated with ωB97M-V/def2-TZVPD.

Last column: Mulliken charge in e.
Atoms and positions in Å:
C (0.07, 2.18, 0.16)  0.141
C (0.43, -0.33, 0.13)  -0.797
C (-0.44, 0.87, 0.24)  -0.210
C (-0.09, 0.03, 1.50)  0.761
N (0.46, 3.28, 0.26)  -0.427
F (0.76, 0.47, 2.37)  -0.254
F (-1.07, -0.66, 2.13)  -0.285
H (-0.13, -1.14, -0.36)  0.242
H (1.43, -0.25, -0.05)  0.371
H (-1.41, 0.51, 0.11)  0.460

As for the HOMO energy: -10.56 eV. As for the energy above the lowest of the compared OMol25 structures with the same formula, charge and spin: 128.2 kJ/mol. The calculated total energy is -408.63687 hartree.



4.
Below is one molecule with the formula C4H3F2NO at a distorted geometry, with properties calculated with ωB97M-V/def2-TZVPD.

Last column: Mulliken charge in e.
Atoms and positions in Å:
C (0.05, 0.66, -0.01)  0.619
C (1.10, -0.30, 0.01)  0.596
C (0.55, -1.55, -0.04)  -0.724
C (-1.12, -0.03, 0.01)  -0.300
H (1.16, 2.22, -0.04)  0.329
H (1.03, -2.51, 0.03)  0.382
H (-1.57, -2.07, 0.11)  0.218
N (-0.85, -1.36, 0.03)  0.021
O (0.20, 1.98, 0.03)  -0.564
F (2.42, 0.00, -0.01)  -0.294
F (-2.39, 0.37, -0.03)  -0.282

As for the HOMO energy: -8.20 eV. As for the energy above the lowest of the compared OMol25 structures with the same formula, charge and spin: 11.8 kJ/mol. The calculated total energy is -483.91077 hartree.



5.
Below is a 3-piece molecular cluster, C4H3F3N2O3 overall at a distorted geometry, with properties calculated with ωB97M-V/def2-TZVPD.

Last column: Mulliken charge in e.
Atoms and positions in Å:
C (-0.30, -0.61, -0.90)  -0.181
C (1.09, 1.64, -1.13)  -0.342
C (-1.01, 1.39, 2.54)  0.027
C (-2.43, 1.04, 2.04)  0.816
N (-0.50, -0.58, 0.23)  0.460
N (2.00, 1.32, -0.45)  0.417
O (2.87, 0.93, 0.29)  -0.555
O (-0.25, 2.03, 1.89)  -0.400
O (-0.72, -0.68, 1.41)  -0.619
F (-2.69, 1.25, 0.76)  -0.226
F (-2.91, -0.13, 2.44)  -0.238
F (-3.35, 1.86, 2.65)  -0.299
H (-0.08, -0.26, -1.87)  0.397
H (0.62, 2.17, -1.90)  0.460
H (-0.76, 0.89, 3.55)  0.283

As for the HOMO energy: -10.07 eV. The calculated total energy is -788.80504 hartree.



6.
Below is one molecule with the formula C4H3FN2O at a distorted geometry, with properties calculated with ωB97M-V/def2-TZVPD.

Last column: Mulliken charge in e.
Atoms and positions in Å:
C (-0.50, -0.45, -0.33)  -0.113
C (-0.07, 0.79, 0.44)  -0.185
C (1.14, 1.29, 0.67)  0.338
C (2.23, 0.78, -0.04)  0.269
H (-2.85, -2.03, -0.90)  0.391
H (0.28, -1.26, -0.52)  0.317
H (-0.83, 1.27, 1.04)  0.393
N (-1.79, -0.68, -0.40)  -0.363
N (2.92, -0.02, -0.63)  -0.418
O (-1.84, -2.02, -0.91)  -0.370
F (1.32, 2.35, 1.57)  -0.257

As for the HOMO energy: -9.88 eV. As for the energy above the lowest of the compared OMol25 structures with the same formula, charge and spin: 424.1 kJ/mol. The calculated total energy is -438.70616 hartree.



7.
Below is one molecule with the formula C4H3FN2O at a distorted geometry, with properties calculated with ωB97M-V/def2-TZVPD.

Last column: Mulliken charge in e.
Atoms and positions in Å:
C (0.48, 0.39, 0.24)  0.407
C (-1.78, 0.01, -0.23)  0.267
C (1.89, 0.37, 0.16)  -0.672
C (-0.38, -0.79, -0.17)  0.423
N (-0.28, 1.47, 0.58)  -0.198
N (-1.49, 1.36, 0.23)  -0.365
O (-2.81, -0.56, -0.33)  -0.402
F (-0.41, -1.83, 0.67)  -0.259
H (2.59, 1.23, 0.32)  0.315
H (2.42, -0.61, -0.21)  0.232
H (-0.24, -1.05, -1.25)  0.252

As for the HOMO energy: -9.69 eV. As for the energy above the lowest of the compared OMol25 structures with the same formula, charge and spin: 365.0 kJ/mol. The calculated total energy is -438.72865 hartree.



8.
Below is one molecule with the formula C4H3FO at a distorted geometry, with properties calculated with ωB97M-V/def2-TZVPD.

Last column: Mulliken charge in e.
Atoms and positions in Å:
C (-1.27, -0.26, 0.00)  -0.272
C (-0.23, 0.81, -0.03)  0.139
C (1.12, 0.21, -0.03)  -0.306
C (2.21, -0.30, 0.02)  0.237
H (-1.85, -0.25, 0.98)  0.241
H (-1.95, 0.01, -0.81)  0.272
H (3.22, -0.64, -0.07)  0.423
O (-0.48, 1.96, -0.02)  -0.466
F (-0.78, -1.53, -0.04)  -0.268

As for the HOMO energy: -10.80 eV. As for the energy above the lowest of the compared OMol25 structures with the same formula, charge and spin: 151.5 kJ/mol. The calculated total energy is -329.22824 hartree.



9.
Below is C4H3FO6Sr as an isolated structure at a distorted geometry, with properties calculated with ωB97M-V/def2-TZVPD.

Last column: Löwdin spin population.
Atoms and positions in Å:
C (-1.08, -0.94, -0.69)  0.001
C (-1.90, 0.22, -1.19)  0.005
O (-2.46, 1.04, -0.18)  0.022
C (-1.77, 1.80, 0.61)  0.040
O (-0.58, 1.71, 0.93)  0.102
O (-2.46, 2.73, 1.17)  0.827
O (-0.50, -1.04, 0.36)  0.002
F (-1.26, -2.01, -1.42)  0.001
H (-2.75, -0.15, -1.78)  0.000
H (-1.25, 0.82, -1.86)  0.000
O (5.02, -1.08, 0.60)  0.000
C (3.80, -1.12, 0.57)  0.000
O (3.02, -0.62, 1.46)  0.000
Sr (0.92, 0.18, 1.77)  0.002
H (3.27, -1.56, -0.35)  0.000

As for the HOMO energy (alpha / beta): -11.73 / -11.73 eV. As for the spin multiplicity: 2. Its net charge is +1. As for the expectation value of S²: 0.754. The calculated total energy is -736.00381 hartree.



10.
Below is one molecule with the formula C4H3FOS at a distorted geometry, with properties calculated with ωB97M-V/def2-TZVPD.

Last column: Mulliken charge in e.
Atoms and positions in Å:
C (0.33, -0.19, 0.75)  0.249
C (0.04, 0.99, 0.23)  -0.384
C (-0.26, 0.69, -1.19)  0.412
C (-0.34, -0.57, -1.25)  -0.305
H (-0.02, -1.80, 2.56)  0.172
H (0.08, 1.97, 0.74)  0.350
H (-0.12, -1.17, -2.14)  0.317
O (-0.05, -1.12, -0.04)  -0.271
F (-0.39, 1.66, -2.18)  -0.271
S (0.73, -0.46, 2.52)  -0.269

As for the HOMO energy: -8.91 eV. As for the energy above the lowest of the compared OMol25 structures with the same formula, charge and spin: 119.6 kJ/mol. The calculated total energy is -727.41859 hartree.



11.
Below is C4H3FeLi2O2 as an isolated structure at a distorted geometry, with properties calculated with ωB97M-V/def2-TZVPD.

Last column: Löwdin spin population.
Atoms and positions in Å:
C (0.34, 2.56, 0.87)  -0.040
O (1.24, 2.79, 1.72)  0.070
Li (2.56, 2.21, -1.27)  0.048
Li (-0.02, 2.83, 3.34)  0.012
H (-1.00, 2.53, -0.21)  0.005
C (-1.12, 2.52, 1.03)  0.075
C (-1.34, 1.60, 2.23)  0.563
C (-1.16, 0.27, 2.04)  0.167
O (-0.82, -0.35, 0.84)  0.312
Fe (0.81, 0.52, 0.43)  3.763
H (-1.56, 3.51, 1.17)  0.015
H (-1.31, -0.45, 2.86)  0.010

As for the HOMO energy (alpha / beta): -16.89 / -17.37 eV. As for the spin multiplicity: 6. Its net charge is +2. As for the energy above the lowest of the compared OMol25 structures with the same formula, charge and spin: 122.2 kJ/mol. As for the expectation value of S²: 8.806. The calculated total energy is -1582.62461 hartree.



12.
Below is one molecule with the formula C4H3IO2 at a distorted geometry, with properties calculated with ωB97M-V/def2-TZVPD.

Last column: Mulliken charge in e.
Atoms and positions in Å:
C (-2.46, -0.25, 0.67)  0.098
C (-1.41, -0.39, 0.12)  -0.534
C (1.94, 0.72, 0.50)  0.194
C (-0.20, -0.35, -0.65)  -0.249
O (1.03, -0.25, 0.15)  -0.259
O (2.10, 1.91, 0.35)  -0.457
I (-0.01, -1.92, -2.12)  0.101
H (-3.38, -0.14, 1.16)  0.440
H (2.65, 0.08, 1.07)  0.308
H (-0.25, 0.57, -1.25)  0.359

As for the HOMO energy: -10.09 eV. As for the energy above the lowest of the compared OMol25 structures with the same formula, charge and spin: 185.1 kJ/mol. The calculated total energy is -602.28438 hartree.



Question: The highest calculated total energy belongs to which entry?
Answer: C4H3FO



Question: Among the records above, which one has the highest calculated total energy?
Answer: C4H3FO